The following is a quantum chemistry calculation of a structure of composition C16H26Al2Cl2F4Li2N3O16P at a distorted geometry, from OMol25.

Structure (ORCA input):
```
! RIJCOSX wB97M-V def2-TZVPD def2/J DEFGRID3
* xyz 0 1
C 2.60993 0.76938 3.28144
C 2.21881 1.03320 1.82621
O 3.15079 1.95900 1.29161
C 2.32206 -0.30743 1.09344
N 1.48188 -0.48454 -0.09317
C 0.02784 -0.36274 0.09140
C -0.60964 -0.85179 1.37894
O -2.05005 -1.05031 0.98050
P -3.08888 -0.18412 1.77765
C -3.53431 1.39850 1.00223
C -2.53767 2.44969 1.43520
O -1.39833 2.24077 1.53507
Cl -3.08911 4.11504 1.88996
H 1.85411 0.14967 3.76308
H 2.74426 1.69114 3.83323
H 3.52401 0.18455 3.30406
H 1.20839 1.44367 1.84658
H 2.69392 2.75733 1.00824
H 3.32212 -0.34126 0.68049
H 2.26510 -1.14796 1.77651
H 1.72877 0.30171 -0.68280
H -0.44147 -0.97463 -0.69434
H -0.25495 0.66679 -0.12479
H -0.13814 -1.72541 1.81325
H -0.52127 -0.08956 2.15093
H -2.67880 0.01763 3.09785
H -4.23679 -0.97140 1.82580
H -3.64786 1.33968 -0.07867
H -4.51359 1.68026 1.39590
O 6.19609 -2.64766 -1.33810
Cl 4.91065 -2.02746 -1.33195
O 5.00023 -0.67644 -1.83429
O 4.35514 -1.99685 0.00853
O 4.01169 -2.79453 -2.18101
F -1.95410 -2.57117 3.73970
Al -0.74738 -2.89140 4.90680
F 0.60954 -2.05600 4.36886
F -0.48628 -4.54486 4.95333
F -1.29193 -2.30112 6.37972
C -2.80899 -2.39203 -1.55099
C -3.69084 -3.36815 -2.27038
O -4.87013 -3.49379 -2.06425
N -3.08514 -4.18767 -3.23439
C -1.67992 -4.24204 -3.66812
H -3.41180 -1.84460 -0.84334
H -2.02238 -2.91688 -1.00737
H -2.36586 -1.68637 -2.25536
H -3.75848 -4.79712 -3.67778
H -1.61886 -4.02653 -4.73316
H -1.26181 -5.24389 -3.49539
H -1.08238 -3.52380 -3.12128
Al -3.46685 -6.58641 -3.15521
N 6.90814 -1.94230 2.05977
O 5.97427 -2.35132 2.74127
O 6.68920 -1.41453 0.96356
O 8.07063 -2.04547 2.44916
C 1.07095 3.43406 -1.80946
C 0.94706 4.48209 -0.84093
C -0.19169 5.48614 -1.10261
O -0.46386 6.38557 -0.31770
C -0.95624 5.32726 -2.31051
C -0.79622 4.27728 -3.27077
C 0.27807 3.25229 -2.95180
O 0.39810 2.25937 -3.70702
O -1.47866 4.14152 -4.25754
O 1.63804 4.63463 0.15294
H 1.85561 2.69011 -1.67209
H -1.71516 6.08268 -2.47650
Li 0.73774 0.39948 -3.05429
Li -5.01723 4.03221 0.49829
O -4.15000 3.91409 -2.62621
H -3.69009 4.06475 -3.46796
*
```

Output
- E: -113033.130 eV
- Largest force on an atom: 0.040 hartree/bohr
- LUMO energy: -0.1782 hartree
- Gap between HOMO and LUMO: 1.34 eV

These are the Mulliken partial charges, in e, on atoms 1 to 2: atom 1 (C): -1.66, atom 2 (C): 1.61